A 11-piece molecular cluster, C54H89N2O24P2 overall in a non-equilibrium geometry. Source: OMol25; level of theory: wB97M-V/def2-TZVPD.

Geometry as XYZ:
```
171
Properties=species:S:1:pos:R:3
C -3.240 1.173 0.889
C -2.460 1.058 -0.397
N -1.203 0.342 -0.234
C -0.476 0.236 0.940
C 0.597 -0.574 0.727
N 0.575 -0.831 -0.625
C -0.494 -0.271 -1.177
C 1.562 -1.702 -1.264
H -4.112 1.791 0.676
H -2.727 1.649 1.726
H -3.541 0.196 1.271
H -2.234 2.068 -0.749
H -3.087 0.648 -1.188
H -0.774 0.689 1.869
H 1.383 -0.883 1.399
H -0.645 -0.222 -2.245
H 2.593 -1.502 -0.997
H 1.458 -1.596 -2.348
H 1.249 -2.735 -1.111
C 3.580 0.452 4.755
C 4.137 -0.664 5.319
C 3.262 -1.620 5.826
C 1.895 -1.385 5.879
C 1.389 -0.226 5.284
C 2.214 0.689 4.640
O 1.757 1.795 4.002
O 3.777 -2.772 6.403
H 4.250 1.277 4.524
H 5.212 -0.767 5.312
H 1.245 -2.175 6.231
H 0.313 -0.070 5.256
H 0.968 1.616 3.481
H 3.186 -2.957 7.142
C 0.425 2.499 -5.849
C 1.483 2.634 -6.759
C 2.723 2.108 -6.375
C 2.925 1.474 -5.191
C 1.886 1.382 -4.288
C 0.633 1.897 -4.614
O -0.367 1.763 -3.683
O 3.729 2.056 -7.341
H -0.536 2.802 -6.252
H 1.337 3.100 -7.721
H 3.927 1.165 -4.922
H 1.958 1.015 -3.271
H -1.225 1.692 -4.109
H 3.996 2.952 -7.575
C -3.401 5.748 -2.771
C -3.638 7.018 -2.240
C -4.370 7.090 -1.073
C -4.610 5.960 -0.338
C -4.228 4.695 -0.778
C -3.736 4.598 -2.083
O -3.446 3.325 -2.517
O -4.811 8.325 -0.642
H -2.910 5.685 -3.735
H -3.468 7.888 -2.857
H -5.046 5.943 0.656
H -4.335 3.863 -0.098
H -3.880 3.112 -3.350
H -5.662 8.217 -0.206
C -1.203 -1.460 -4.101
C -0.142 -2.362 -4.095
C -0.247 -3.570 -3.400
C -1.413 -3.842 -2.683
C -2.410 -2.879 -2.564
C -2.306 -1.703 -3.293
O -3.379 -0.837 -3.204
O 0.779 -4.463 -3.364
H -1.309 -0.565 -4.704
H 0.790 -2.154 -4.606
H -1.490 -4.863 -2.326
H -3.263 -3.112 -1.941
H -3.183 -0.103 -3.800
H 0.530 -5.209 -2.811
C 5.817 -3.631 3.229
C 4.724 -2.837 2.914
C 4.804 -2.007 1.782
C 5.997 -2.009 1.055
C 7.091 -2.774 1.415
C 6.989 -3.648 2.475
O 8.023 -4.439 2.909
O 3.725 -1.289 1.402
H 5.833 -4.313 4.072
H 3.844 -2.769 3.537
H 5.926 -1.471 0.114
H 7.976 -2.733 0.789
H 8.811 -3.903 3.037
H 3.889 -0.412 0.962
C -3.910 -2.779 1.323
O -3.526 -2.015 2.439
P -2.054 -2.209 3.037
O -1.042 -1.292 2.477
O -1.782 -3.772 2.774
C -0.546 -4.245 3.336
O -2.249 -2.091 4.604
C -1.247 -1.484 5.457
H -3.089 -3.290 0.807
H -4.261 -2.161 0.493
H -4.640 -3.532 1.615
H -0.268 -5.160 2.826
H -0.663 -4.342 4.414
H 0.250 -3.516 3.184
H -1.433 -0.451 5.728
H -0.241 -1.695 5.104
H -1.356 -2.090 6.357
C -6.003 0.493 -2.885
O -6.250 0.065 -1.554
P -7.704 0.468 -0.936
O -8.790 0.460 -1.921
O -7.482 1.857 -0.185
C -7.307 3.005 -1.011
O -7.787 -0.582 0.230
C -6.673 -0.634 1.130
H -5.286 1.337 -2.844
H -6.848 0.873 -3.451
H -5.355 -0.170 -3.465
H -6.551 3.675 -0.629
H -8.271 3.489 -1.197
H -7.102 2.792 -2.066
H -6.709 -1.629 1.566
H -6.837 0.112 1.910
H -5.700 -0.454 0.680
C 3.486 -4.469 -1.328
O 2.221 -4.976 -0.969
C 2.221 -6.203 -0.298
C 2.548 -6.067 1.206
O 1.820 -7.082 1.861
C 2.586 -7.723 2.872
H 3.327 -3.579 -1.931
H 4.019 -5.226 -1.914
H 4.159 -4.209 -0.502
H 2.813 -7.002 -0.763
H 1.203 -6.593 -0.379
H 2.321 -5.037 1.509
H 3.632 -6.069 1.372
H 3.446 -8.262 2.454
H 1.945 -8.486 3.306
H 3.007 -7.002 3.576
C -1.279 3.055 3.583
O -0.792 3.014 2.280
C -1.244 3.988 1.378
C -0.132 4.803 0.699
O 0.631 4.205 -0.320
C -0.128 3.822 -1.461
H -2.306 2.681 3.707
H -1.080 3.895 4.247
H -0.856 2.180 4.092
H -1.741 4.774 1.964
H -2.047 3.706 0.688
H 0.625 4.963 1.469
H -0.645 5.746 0.477
H 0.566 3.176 -1.998
H -0.411 4.704 -2.039
H -1.011 3.226 -1.215
C 3.112 1.895 0.648
O 4.214 1.046 0.264
C 4.386 1.052 -1.160
C 4.881 2.342 -1.801
O 3.740 3.182 -2.006
C 3.864 4.204 -2.964
H 2.127 1.626 0.256
H 3.156 2.972 0.478
H 3.140 1.742 1.728
H 3.421 0.758 -1.578
H 5.173 0.319 -1.342
H 5.245 2.108 -2.806
H 5.669 2.794 -1.196
H 4.044 3.974 -4.020
H 4.594 4.992 -2.734
H 2.878 4.636 -2.766
```

Values from the calculation:
Kohn-Sham gap	7.5	eV
LUMO energy	-2.256	eV
spin multiplicity	1
charge	+1